(1)
A cluster of 2 separate species, C4H12NO in total at a distorted geometry, computed with ωB97M-V/def2-TZVPD.

Calculated values
Gap between HOMO and LUMO: 10.1 eV
HOMO level: -13.51 eV
Energy above the lowest of the compared OMol25 structures with the same formula, charge and spin: 34.4 kcal per mole
Lowest unoccupied orbital energy: -3.4 eV

```
! wB97M-V def2-TZVPD RIJCOSX def2/J DEFGRID3
* xyz 1 1
C 1.669 1.898 0.677
C 0.492 1.284 0.601
O 0.388 -0.092 1.025
C -0.808 1.814 0.005
H 1.667 2.967 0.434
H 2.576 1.521 1.159
H -0.287 -0.089 1.709
H -0.654 2.876 -0.300
H -1.017 1.250 -0.931
H -1.702 1.752 0.669
C -0.558 -2.868 -0.940
N -0.698 -1.383 -1.029
H -1.027 -3.085 0.031
H -1.123 -3.377 -1.728
H 0.500 -3.160 -0.925
H -0.127 -0.955 -0.229
H -1.650 -1.043 -1.127
H -0.147 -1.008 -1.813
*
```

(2)
A structure of composition C30H27IrO7SSb at a distorted geometry, computed with ωB97M-V/def2-TZVPD.

Calculated values
Gap between HOMO and LUMO (alpha / beta): 7.0 / 7.0 eV
HOMO level (alpha / beta): -10.89 / -10.89 eV
Energy above the lowest of the compared OMol25 structures with the same formula, charge and spin: 23.4 kcal per mole
Lowest unoccupied orbital energy (alpha / beta): -3.9 / -3.9 eV

```
! wB97M-V def2-TZVPD RIJCOSX def2/J DEFGRID3
* xyz 1 1
Ir 1.031 1.726 -1.612
C 1.179 2.738 -5.315
C 1.381 3.541 -4.037
C 1.290 5.034 -4.264
O 0.400 3.137 -3.028
C 2.733 3.152 -3.468
O 3.758 3.601 -3.893
O 2.682 2.209 -2.528
H 0.175 2.904 -5.716
H 1.314 1.670 -5.136
H 1.901 3.066 -6.060
H 0.355 5.287 -4.767
H 2.127 5.351 -4.880
H 1.325 5.568 -3.314
H -0.454 2.973 -3.450
S -0.129 0.029 -2.543
Sb -0.668 -1.348 -0.690
C -2.002 -0.316 0.542
C -2.235 1.038 0.337
C -3.061 1.726 1.213
C -3.638 1.068 2.291
C -3.413 -0.287 2.485
C -2.598 -0.988 1.607
C -1.723 -2.944 -1.515
C -1.043 -3.828 -2.353
C -1.708 -4.932 -2.860
C -3.033 -5.166 -2.512
C -3.709 -4.284 -1.682
C -3.058 -3.162 -1.185
C 1.065 -2.275 0.012
C 0.918 -3.509 0.642
C 2.047 -4.184 1.085
C 3.305 -3.638 0.876
C 3.444 -2.416 0.231
C 2.324 -1.723 -0.202
H -1.776 1.563 -0.491
H -3.251 2.780 1.054
H -4.272 1.612 2.979
H -3.866 -0.801 3.322
H -2.430 -2.048 1.764
H -0.004 -3.657 -2.609
H -1.192 -5.613 -3.524
H -3.540 -6.044 -2.890
H -4.742 -4.468 -1.419
H -3.594 -2.465 -0.553
H -0.062 -3.950 0.784
H 1.941 -5.135 1.590
H 4.183 -4.172 1.214
H 4.428 -1.999 0.061
H 2.440 -0.766 -0.690
O 0.823 3.010 0.217
C 0.839 1.945 0.867
O 0.908 0.836 0.137
C 0.803 1.853 2.312
C 0.848 3.023 3.062
C 0.842 2.982 4.455
C 0.794 1.735 5.033
O 0.788 1.438 6.350
C 0.722 0.009 6.450
O 0.706 -0.513 5.118
C 0.747 0.565 4.285
C 0.747 0.581 2.923
H 0.898 3.971 2.544
H 0.869 3.879 5.056
H -0.193 -0.276 6.969
H 1.598 -0.360 6.981
H 0.712 -0.329 2.338
*
```

(3)
A structure of composition C5H8 at a distorted geometry, computed with ωB97M-V/def2-TZVPD.

Calculated values
Gap between HOMO and LUMO: 9.8 eV
HOMO level: -8.79 eV
Energy above the lowest of the compared OMol25 structures with the same formula, charge and spin: 80.5 kcal per mole
Lowest unoccupied orbital energy: 1.0 eV

```
! wB97M-V def2-TZVPD RIJCOSX def2/J DEFGRID3
* xyz 0 1
C 0.280 -0.332 1.979
C 0.240 -1.181 0.686
C 0.127 -0.619 -0.489
C -0.175 0.825 -0.851
C -0.456 1.150 -2.120
H -0.951 -0.569 2.518
H 1.208 -0.873 2.726
H 0.443 1.023 1.634
H 0.416 -2.287 0.744
H 0.304 -1.204 -1.441
H -0.187 1.559 -0.071
H -0.562 0.315 -2.865
H -0.686 2.193 -2.448
*
```

(4)
A cluster of 2 separate species, C4H10NO3 in total at a distorted geometry, computed with ωB97M-V/def2-TZVPD.

Calculated values
Gap between HOMO and LUMO (alpha / beta): 2.7 / 7.0 eV
HOMO level (alpha / beta): 4.17 / -0.16 eV
Energy above the lowest of the compared OMol25 structures with the same formula, charge and spin: 63.3 kcal per mole
Lowest unoccupied orbital energy (alpha / beta): 6.8 / 6.8 eV

```
! wB97M-V def2-TZVPD RIJCOSX def2/J DEFGRID3
* xyz -2 2
C 0.640 -0.749 0.541
O 1.155 -0.276 1.728
C -0.840 -0.325 0.409
C -1.568 -0.717 -0.883
C -0.679 -0.586 -2.115
O -0.769 0.377 -2.858
N -0.994 1.155 0.589
H 1.247 -0.401 -0.322
H 0.723 -1.861 0.493
H -1.238 -0.803 1.316
H -1.998 -1.720 -0.846
H -2.423 -0.071 -1.067
H 0.083 -1.358 -2.284
H -0.462 1.253 1.467
H -0.258 1.534 -0.006
H 2.815 1.690 0.591
H 1.942 1.049 1.738
O 2.622 1.807 1.512
*
```

(5)
A cluster of 2 separate species, C34H44N3 in total at a distorted geometry, computed with ωB97M-V/def2-TZVPD.

Calculated values
Gap between HOMO and LUMO: 5.7 eV
HOMO level: -9.51 eV
Energy above the lowest of the compared OMol25 structures with the same formula, charge and spin: 48.8 kcal per mole
Lowest unoccupied orbital energy: -3.8 eV

```
! wB97M-V def2-TZVPD RIJCOSX def2/J DEFGRID3
* xyz 1 1
C -2.704 2.619 2.483
C -2.054 1.953 3.679
C -1.305 0.685 3.290
N -2.000 -0.233 2.415
C -1.444 -1.501 2.328
C -2.074 -2.626 1.844
C -1.659 -3.995 2.221
C -0.374 -4.123 3.051
C 0.584 -2.965 2.802
C -0.128 -1.640 3.055
C -2.870 0.296 1.367
C -3.581 1.620 1.732
H -3.308 3.461 2.836
H -1.929 3.016 1.818
H -1.322 2.615 4.154
H -2.803 1.702 4.439
H -0.349 0.989 2.826
H -1.071 0.176 4.235
H -3.008 -2.508 1.259
H -2.481 -4.482 2.776
H -1.519 -4.613 1.326
H -0.656 -4.134 4.110
H 0.111 -5.079 2.825
H 1.446 -3.050 3.473
H 0.946 -2.986 1.771
H 0.577 -0.827 2.829
H -0.319 -1.615 4.140
H -2.289 0.500 0.441
H -3.638 -0.447 1.094
H -4.466 1.395 2.340
H -3.947 2.087 0.809
C -8.175 -0.026 -1.623
C -9.187 -0.484 -0.575
N -8.585 -1.385 0.374
C -9.142 -1.690 1.679
C -8.078 -2.607 2.330
C -6.965 -2.646 1.342
C -5.686 -3.155 1.359
C -4.891 -3.095 0.185
C -3.543 -3.667 0.311
C -2.699 -3.922 -0.874
C -2.099 -5.203 -0.969
C -1.325 -5.516 -2.065
C -1.145 -4.544 -3.060
N -0.314 -4.995 -4.029
C 0.229 -4.118 -5.035
C -0.797 -3.047 -5.380
C -1.397 -2.337 -4.151
C -1.686 -3.252 -3.008
C -2.423 -2.945 -1.858
C 0.276 -6.278 -3.677
C -0.526 -6.718 -2.430
C -5.382 -2.490 -0.990
C -6.634 -1.882 -0.996
C -7.387 -1.980 0.181
C -7.271 -1.158 -2.129
H -8.705 0.432 -2.462
H -7.533 0.738 -1.171
H -9.602 0.380 -0.034
H -10.024 -1.000 -1.076
H -9.292 -0.775 2.271
H -10.114 -2.196 1.575
H -7.762 -2.247 3.315
H -8.510 -3.606 2.479
H -5.275 -3.612 2.258
H -3.604 -4.568 0.926
H -2.232 -5.950 -0.185
H 1.166 -3.643 -4.679
H 0.483 -4.733 -5.907
H -0.327 -2.315 -6.038
H -1.609 -3.514 -5.946
H -0.708 -1.545 -3.821
H -2.321 -1.831 -4.456
H -2.801 -1.929 -1.722
H 0.194 -6.991 -4.509
H 1.343 -6.166 -3.421
H 0.125 -7.045 -1.611
H -1.180 -7.563 -2.681
H -4.804 -2.516 -1.914
H -7.873 -1.852 -2.737
H -6.484 -0.763 -2.775
*
```

(6)
The ion C4H11N2O with charge -1 at a distorted geometry, computed with ωB97M-V/def2-TZVPD.

Calculated values
Gap between HOMO and LUMO: 6.2 eV
HOMO level: -2.22 eV
Energy above the lowest of the compared OMol25 structures with the same formula, charge and spin: 48.1 kcal per mole
Lowest unoccupied orbital energy: 4.0 eV
Structure (SMILES): NC[C@H](N)CC[O-]

```
! wB97M-V def2-TZVPD RIJCOSX def2/J DEFGRID3
* xyz -1 1
N 1.859 -0.106 -0.360
C 0.420 -0.220 0.125
C -0.449 0.613 -0.808
C -1.074 -0.184 -1.972
O -2.349 -0.631 -1.906
C 0.334 0.418 1.508
N -0.506 -0.526 2.351
H 1.947 0.806 -0.796
H 1.755 -0.734 -1.218
H 0.127 -1.279 0.194
H 0.174 1.511 -1.060
H -1.330 0.918 -0.240
H -0.433 -1.094 -2.004
H -0.940 0.488 -2.819
H -0.186 1.426 1.677
H 1.329 0.568 2.004
H -0.195 -0.491 3.311
H -0.483 -1.484 2.013
*
```

Which calculated total energy belongs to each record? In order, -7872.8013; -66085.0770; -5310.6767; -11938.4913; -40435.4335; -9352.4027 eV.